Record 1
9 unconnected molecules or ions with the total composition C27H41N5O18S4. Source: the Open Molecules 2025 dataset; level of theory: wB97M-V/def2-TZVPD.

## Properties
maximum force	4.630	eV/A
Kohn-Sham gap	9.130	eV
total energy	-116303.6320	eV
LUMO	0.056	eV
HOMO energy	-9.07	eV

```
! RIJCOSX wB97M-V def2-TZVPD def2/J DEFGRID3
* xyz 0 1
O -3.9249 4.5315 3.4213
C -3.3884 3.7203 2.7225
N -2.3577 3.0661 3.2568
C -3.6672 3.5709 1.2829
H -2.1275 3.2158 4.2288
H -1.7141 2.5446 2.6790
H -4.2861 2.6756 1.2241
H -2.7561 3.4781 0.6917
H -4.2245 4.4251 0.8985
O -1.0858 1.4175 0.5099
C -0.1382 0.6533 0.3581
N 0.6613 0.4168 1.3569
C 0.1782 0.1015 -1.0055
H 0.3956 0.8625 2.2235
H 1.5000 -0.0801 1.0928
H -0.8087 -0.0747 -1.4333
H 0.7018 -0.8545 -1.0053
H 0.7320 0.7201 -1.7118
N 3.5696 0.6736 3.3765
C 4.8467 0.4363 3.8300
C 5.5784 1.3701 4.5694
C 5.0362 2.6530 4.7292
C 3.7430 2.9158 4.2043
C 3.0520 1.8992 3.6000
H 5.2500 -0.5476 3.6412
H 6.5141 0.9464 4.9032
H 5.5348 3.4262 5.2949
H 3.2539 3.8402 4.4737
H 2.0137 1.9934 3.3181
N -5.9366 -1.0639 -2.3859
C -6.6377 -0.0632 -1.6963
C -6.0116 1.0711 -1.2240
C -4.6425 1.2222 -1.4006
C -3.8352 0.1498 -1.8950
C -4.5722 -0.8879 -2.4492
H -7.7066 -0.1980 -1.7720
H -6.5778 1.7845 -0.6435
H -4.1499 2.0921 -0.9919
H -2.8134 0.4392 -2.0918
H -4.0412 -1.6787 -2.9581
N 1.5828 -3.5789 -0.0165
C 2.7439 -3.1505 0.5168
C 2.8572 -2.4222 1.6916
C 1.7253 -2.2024 2.3803
C 0.5341 -2.6978 2.0194
C 0.4896 -3.4477 0.8142
H 3.5992 -3.2320 -0.1377
H 3.7650 -1.9917 2.0878
H 1.8428 -1.6354 3.2920
H -0.3414 -2.3650 2.5571
H -0.4252 -3.8167 0.3743
C -3.9611 0.4520 -6.0660
C -3.3429 -0.8688 -5.9145
O -2.2997 -0.6925 -4.9922
S -1.4167 0.5964 -5.3427
O -0.7350 0.5394 -6.6337
O -0.8454 1.1180 -4.1149
O -2.8558 1.3172 -5.7383
H -4.7750 0.6593 -5.3712
H -4.2385 0.6421 -7.1028
H -2.8978 -1.2201 -6.8454
H -4.0378 -1.6231 -5.5456
C -2.4970 0.2806 6.1261
C -1.7316 0.1078 7.5023
O -0.4745 0.6109 7.3146
S -0.2877 1.5080 5.8965
O 0.2207 0.7318 4.7594
O 0.1750 2.8611 6.2136
O -1.9682 1.5569 5.8043
H -3.5851 0.3298 6.0836
H -2.1981 -0.4768 5.4014
H -1.6210 -0.9724 7.5978
H -2.2600 0.6133 8.3106
C 5.0588 1.5607 -2.8360
C 6.1956 0.8541 -2.1196
O 5.6004 -0.1316 -1.3082
S 3.9538 -0.0872 -1.2839
O 3.3362 -0.0681 0.0733
O 3.4985 -1.0815 -2.2363
O 3.8744 1.3978 -1.9881
H 4.9619 1.0225 -3.7789
H 5.1412 2.6122 -3.1111
H 6.7207 1.5071 -1.4225
H 6.8418 0.2834 -2.7865
C 1.8278 -3.2460 -4.1388
C 0.4814 -3.3309 -3.3235
O -0.4491 -3.8103 -4.2162
S 0.2480 -4.7833 -5.3698
O -0.1054 -4.3322 -6.7134
O 0.0601 -6.2145 -5.0684
O 1.7790 -4.3725 -5.0261
H 2.6976 -3.4067 -3.5019
H 1.7995 -2.2805 -4.6438
H 0.2093 -2.4097 -2.8083
H 0.3714 -4.0780 -2.5375
*
```

=====

Record 2
A molecular structure, C27H42AlN4O7P2S. Source: the Open Molecules 2025 dataset; level of theory: wB97M-V/def2-TZVPD.

## Properties
maximum force	0.930	eV/A
Kohn-Sham gap (spin up / spin down)	5.133 / 5.132	eV
total energy	-84992.1006	eV
LUMO (spin up / spin down)	2.260 / 2.260	eV
HOMO energy (spin up / spin down)	-2.87 / -2.87	eV

```
! RIJCOSX wB97M-V def2-TZVPD def2/J DEFGRID3
* xyz -1 1
Al -1.0425 -0.1934 0.6839
N -4.0753 0.8997 2.5556
C -2.8408 0.4174 2.0053
S -3.1720 -1.0028 0.8004
N -1.9818 0.0214 3.1366
N -0.9029 -0.4669 2.6016
C 0.1495 -0.9383 3.2154
C 1.1322 -1.7327 2.4829
C 2.1760 -2.3435 3.1878
C 3.0450 -3.2526 2.5958
C 2.8624 -3.5938 1.2602
C 1.8608 -2.9725 0.5255
C 1.0337 -2.0083 1.0870
O 0.1553 -1.3830 0.2987
H -4.7633 1.0296 1.8347
H -3.9305 1.7671 3.0584
H 0.2150 -0.8801 4.2993
H 2.2854 -2.1104 4.2432
H 3.8368 -3.7137 3.1764
H 3.4910 -4.3436 0.7925
H 1.7223 -3.2150 -0.5231
C 6.4402 0.3919 0.4571
C 6.1884 -0.2630 -0.8891
C 7.4630 -0.5584 -1.6492
O 5.3944 0.6236 -1.7406
P 3.8108 0.7300 -1.4724
O 3.3404 -0.3310 -0.5918
C 3.5398 2.3963 -0.8400
P 1.8912 2.5793 -0.0407
O 0.7947 1.7471 -0.5646
O 1.6454 4.1534 -0.2015
C 0.9595 4.7827 -1.3453
C 1.5340 4.3361 -2.6896
C -0.5468 4.5795 -1.2977
O 2.1013 2.3423 1.4917
C 2.8728 2.9025 2.5847
C 4.0397 3.7770 2.1498
C 1.9316 3.6605 3.4998
O 3.1989 0.8958 -2.9233
C 2.8123 -0.1754 -3.8340
C 4.0437 -0.6821 -4.5655
C 2.0441 -1.2815 -3.1312
H 7.0434 -0.2680 1.0834
H 5.4887 0.5534 0.9716
H 6.9597 1.3476 0.3308
H 5.6286 -1.1789 -0.7187
H 8.0278 0.3640 -1.8201
H 7.2309 -1.0041 -2.6194
H 8.0807 -1.2570 -1.0810
H 3.6045 3.1048 -1.6593
H 4.3331 2.5992 -0.1267
H 1.1871 5.8348 -1.1981
H 1.4702 3.2506 -2.7924
H 2.5726 4.6518 -2.8188
H 0.9435 4.7847 -3.4889
H -0.7827 3.5144 -1.3305
H -1.0012 5.0759 -2.1597
H -0.9735 4.9909 -0.3867
H 3.2508 2.0300 3.1120
H 3.6908 4.5765 1.4892
H 4.8205 3.2060 1.6486
H 4.4827 4.2267 3.0392
H 1.5598 4.5589 2.9973
H 2.4652 3.9523 4.4066
H 1.0825 3.0355 3.7762
H 2.1539 0.3268 -4.5395
H 4.7229 -1.1666 -3.8591
H 4.5739 0.1457 -5.0409
H 3.7532 -1.4047 -5.3316
H 2.6920 -1.8393 -2.4515
H 1.6307 -1.9642 -3.8770
H 1.2342 -0.8696 -2.5274
N -2.0009 1.3522 1.1137
C -2.2941 2.6971 1.0482
C -1.3553 3.6639 1.4449
C -1.6523 5.0194 1.4517
C -2.8985 5.4753 1.0407
C -3.8305 4.5426 0.5942
C -3.5368 3.1849 0.5892
H -0.3858 3.3020 1.7429
H -0.9035 5.7291 1.7927
H -3.1373 6.5322 1.0585
H -4.7988 4.8784 0.2360
H -4.2490 2.4794 0.1839
*
```

=====

Record 3
2 unconnected molecules or ions with the total composition C27H42BF10N2O11S2. Source: the Open Molecules 2025 dataset; level of theory: wB97M-V/def2-TZVPD.

## Properties
maximum force	3.811	eV/A
Kohn-Sham gap	8.725	eV
total energy	-103696.6007	eV
LUMO	-3.163	eV
HOMO energy	-11.89	eV

```
! RIJCOSX wB97M-V def2-TZVPD def2/J DEFGRID3
* xyz 1 1
C -1.2539 -4.1437 2.5464
O -0.4872 -4.7629 1.4981
C 0.6856 -4.0093 1.1911
C 1.7385 -5.0126 0.6683
C 2.8776 -4.3866 -0.2039
C 3.0362 -2.8564 -0.0658
C 3.5794 -2.4105 1.3492
C 2.7708 -1.1591 1.8033
C 3.2697 0.1382 1.0765
C 2.1705 0.7211 0.1551
N 1.1350 1.4082 1.0294
C -0.2067 0.7809 0.9698
C -0.9119 1.0332 -0.4055
S -2.5527 0.2934 -0.1968
O -2.4575 -0.8948 0.6064
O -3.3242 1.2533 0.5466
C -3.4879 0.0170 -1.7815
F -4.6329 -0.5426 -1.4470
F -3.7980 1.2173 -2.2750
C -2.7275 -0.7348 -2.9169
F -1.5894 -0.0742 -3.2227
F -3.4857 -0.6403 -4.0030
C -2.3081 -2.2069 -2.6277
F -1.7173 -2.6409 -3.7579
F -1.3590 -2.2834 -1.6886
C -3.4625 -3.2145 -2.3309
F -4.5791 -2.9428 -2.9712
F -3.0847 -4.4334 -2.6955
F -3.6939 -3.2829 -1.0236
C -0.9502 2.5887 -0.5936
N -1.5247 2.9668 -1.9066
C -2.3712 3.7920 -1.8185
S -3.5635 4.7623 -1.5584
C 0.5254 3.1530 -0.5811
C 0.5914 4.6586 -0.9484
O 0.6627 4.8385 -2.3594
C 1.9822 4.9520 -2.8072
O 2.3474 6.3079 -2.9112
C 3.3605 6.4869 -3.9217
C 4.3480 7.5831 -3.4811
O 3.9944 8.8810 -3.9591
C 1.1064 2.8930 0.8289
C 0.4184 3.6627 1.9809
B 1.4586 4.0102 3.1692
O 1.0458 4.0688 4.4886
O 2.7946 4.2859 2.9297
H -1.0833 -4.7122 3.4721
H -2.3118 -4.1624 2.2494
H -0.9697 -3.0817 2.6478
H 0.3858 -3.2676 0.4252
H 1.0860 -3.5468 2.1109
H 1.1943 -5.7473 0.0530
H 2.1690 -5.5666 1.5144
H 2.6576 -4.5963 -1.2629
H 3.8449 -4.8493 0.0417
H 3.7897 -2.5056 -0.7934
H 2.1125 -2.3031 -0.3038
H 3.5295 -3.2247 2.0858
H 4.6260 -2.0776 1.2490
H 1.7052 -1.3347 1.5813
H 2.8573 -1.0599 2.9002
H 4.2093 -0.0291 0.5295
H 3.5357 0.8575 1.8778
H 2.6769 1.4810 -0.4563
H 1.7089 -0.0442 -0.4772
H 1.4799 1.2583 1.9853
H -0.0794 -0.3028 1.1059
H -0.8473 1.1325 1.7896
H -0.2700 0.5581 -1.1621
H -1.5423 3.0425 0.2194
H 1.0436 2.6056 -1.3872
H 1.5060 5.0785 -0.4915
H -0.2696 5.2345 -0.5759
H 2.0143 4.5244 -3.8286
H 2.7075 4.3633 -2.2010
H 3.9403 5.5447 -3.9594
H 2.8623 6.7065 -4.8818
H 4.3861 7.6420 -2.3781
H 5.3676 7.3070 -3.8031
H 3.1809 8.7699 -4.4679
H 2.1649 3.2115 0.7990
H -0.3954 3.0964 2.4687
H 0.0148 4.6253 1.6285
H 0.2999 3.4506 4.5560
H 3.3144 3.6987 3.5017
C -4.9145 -6.3625 1.7654
C -6.3192 -6.7922 2.0942
O -6.2016 -7.2513 3.4271
C -5.1785 -6.5420 3.9894
O -4.9708 -6.4695 5.1519
O -4.4299 -5.9199 3.0345
F -6.7171 -7.8211 1.3090
H -4.2985 -7.1904 1.4094
H -4.8817 -5.5588 1.0318
H -7.0598 -5.9909 2.0479
*
```